1.
Below is C31H45BIrN6O2S as an isolated structure in a non-equilibrium geometry, with properties calculated with wB97M-V/def2-TZVPD.

The geometry in XYZ format:
```
87
Properties=species:S:1:pos:R:3
Ir 0.13 -0.30 -0.38
C 2.12 4.54 1.39
C 1.40 3.67 0.44
C 0.60 4.06 -0.64
C 0.12 2.89 -1.20
N 0.58 1.85 -0.48
N 1.38 2.32 0.50
B 2.26 1.38 1.35
N 1.38 0.49 2.26
N 0.61 -0.49 1.74
C 0.16 -1.26 2.74
C 0.61 -0.72 3.94
C 1.39 0.39 3.60
C 2.10 1.30 4.51
C -0.60 -2.54 2.55
C -2.06 -2.35 2.96
C 0.05 -3.63 3.42
C -0.48 -3.00 1.09
N 3.03 0.45 0.38
N 2.40 -0.40 -0.47
C 3.31 -1.08 -1.16
C 4.57 -0.66 -0.76
C 4.36 0.31 0.22
C 5.39 1.05 0.98
C 2.98 -2.12 -2.20
C 3.56 -1.65 -3.55
C 1.47 -2.33 -2.32
C 3.64 -3.45 -1.80
C -0.72 2.70 -2.43
C -2.18 2.51 -2.02
C -0.22 1.47 -3.19
C -0.62 3.93 -3.34
H 1.85 5.58 1.22
H 3.20 4.44 1.28
H 1.86 4.27 2.42
H 0.41 5.06 -0.96
H 3.01 2.00 2.00
H 0.40 -1.07 4.93
H 1.85 1.06 5.54
H 1.81 2.33 4.32
H 3.18 1.23 4.39
H -2.13 -1.95 3.97
H -2.59 -3.31 2.94
H -2.57 -1.67 2.29
H 0.00 -3.38 4.47
H 1.09 -3.77 3.13
H -0.48 -4.57 3.28
H -1.00 -2.30 0.42
H -0.93 -3.98 0.95
H 0.57 -3.06 0.82
H 5.52 -1.01 -1.12
H 6.38 0.74 0.66
H 5.30 0.85 2.05
H 5.29 2.12 0.83
H 3.07 -0.74 -3.89
H 3.41 -2.43 -4.30
H 4.62 -1.46 -3.46
H 0.94 -1.37 -2.45
H 1.09 -2.86 -1.44
H 1.25 -2.94 -3.19
H 4.72 -3.35 -1.75
H 3.41 -4.21 -2.55
H 3.28 -3.79 -0.84
H -2.28 1.65 -1.35
H -2.81 2.35 -2.89
H -2.56 3.39 -1.49
H -0.31 0.58 -2.54
H 0.82 1.59 -3.48
H -0.82 1.29 -4.08
H -1.08 4.80 -2.87
H -1.15 3.74 -4.28
H 0.41 4.17 -3.59
O -8.92 -0.36 0.66
C -8.26 -0.26 -0.48
O -8.76 0.11 -1.50
C -6.78 -0.56 -0.49
C -5.92 -0.27 0.57
C -4.55 -0.40 0.43
C -4.02 -0.84 -0.79
S -2.35 -0.94 -1.25
C -4.89 -1.18 -1.84
C -6.25 -1.02 -1.70
H -8.42 -0.74 1.40
H -6.32 0.08 1.52
H -3.91 -0.15 1.26
H -4.47 -1.54 -2.77
H -6.91 -1.24 -2.52
```

Summary:
**Expectation value of S²**: 0.780
**2S+1**: 2
**F_max**: 4.211 eV Å⁻¹
**Total charge**: +2
**DFT total energy**: -60249.667 eV


2.
Below is C31H45BiClF5P as an isolated structure in a non-equilibrium geometry, with properties calculated with wB97M-V/def2-TZVPD.

The geometry in XYZ format:
```
84
Properties=species:S:1:pos:R:3
Bi 0.34 0.07 2.47
Cl 0.57 -1.26 4.62
P 0.11 0.19 -0.60
C -1.73 -0.24 2.02
H -2.12 -1.02 1.36
H -2.44 0.45 2.48
C 1.92 0.42 -0.96
C -0.72 1.86 -0.75
C 2.40 0.48 -2.41
H 2.14 1.40 -0.50
C 3.90 0.83 -2.45
H 2.24 -0.49 -2.91
H 1.84 1.24 -2.98
C 4.77 -0.10 -1.58
H 4.26 0.80 -3.48
H 4.02 1.86 -2.10
C 4.20 -0.34 -0.17
H 4.87 -1.07 -2.09
H 5.78 0.32 -1.49
C 2.70 -0.68 -0.20
H 4.75 -1.15 0.32
H 4.35 0.56 0.44
H 2.55 -1.65 -0.70
H 2.34 -0.79 0.84
C -0.59 -0.89 -1.96
C -2.23 1.68 -0.89
H -0.54 2.30 0.26
C -2.96 3.03 -0.82
H -2.47 1.18 -1.84
H -2.58 1.02 -0.08
C -2.37 4.08 -1.78
H -4.03 2.88 -1.04
H -2.89 3.40 0.21
C -0.85 4.19 -1.66
H -2.64 3.83 -2.81
H -2.83 5.05 -1.56
C -0.13 2.84 -1.77
H -0.47 4.88 -2.43
H -0.60 4.63 -0.68
H -0.24 2.44 -2.79
H 0.94 2.98 -1.60
C 0.10 -2.26 -2.02
H -1.63 -1.06 -1.62
C -0.64 -3.20 -2.96
H 1.14 -2.13 -2.36
H 0.14 -2.70 -1.01
C -0.87 -2.58 -4.36
H -0.07 -4.14 -3.07
H -1.61 -3.46 -2.52
C -1.42 -1.15 -4.32
H 0.08 -2.59 -4.90
H -1.56 -3.22 -4.93
C -0.65 -0.25 -3.35
H -1.39 -0.72 -5.32
H -2.48 -1.18 -4.01
H 0.37 -0.11 -3.73
H -1.12 0.74 -3.31
C -0.32 -3.77 1.40
C -1.61 -3.40 1.22
H 0.41 -3.69 0.58
C -2.62 -3.45 2.31
H -1.93 -2.99 0.26
C -2.00 -3.63 3.71
H -3.23 -2.54 2.31
H -3.32 -4.29 2.14
C -0.86 -4.64 3.71
H -1.59 -2.66 4.04
H -2.77 -3.93 4.43
C 0.24 -4.31 2.68
H -0.42 -4.69 4.71
H -1.26 -5.64 3.49
H 0.94 -3.59 3.13
H 0.82 -5.22 2.47
F -1.35 1.74 4.95
C -0.43 2.60 4.45
C 0.29 2.27 3.31
C 1.15 3.26 2.83
F 1.87 3.05 1.68
C 1.35 4.48 3.49
F 2.23 5.38 3.02
C 0.67 4.75 4.68
F 0.89 5.89 5.36
C -0.24 3.80 5.15
F -0.88 4.03 6.31
```

Summary:
**F_max**: 2.051 eV Å⁻¹
**Total charge**: -1
**DFT total energy**: -74115.312 eV


3.
Below is C31H45CaCl5GeN4OS2SeSi2 as an isolated structure, with properties calculated with wB97M-V/def2-TZVPD.

The geometry in XYZ format:
```
93
Properties=species:S:1:pos:R:3
Ca -0.19 0.75 -0.24
C 0.62 -1.33 -4.39
C 0.58 -1.00 -2.93
N -0.50 -0.93 -2.24
N -1.64 -1.31 -2.87
C -2.74 -1.10 -2.17
N -3.87 -1.63 -2.77
S -2.97 -0.23 -0.72
C 1.87 -0.86 -2.21
C 3.07 -1.11 -2.86
C 4.25 -1.12 -2.13
C 4.20 -0.89 -0.77
C 2.96 -0.61 -0.20
N 1.84 -0.57 -0.90
H -0.40 -1.39 -4.77
H 1.12 -2.28 -4.58
H 1.16 -0.55 -4.94
H -3.68 -2.39 -3.41
H -4.65 -1.74 -2.15
H 3.09 -1.30 -3.92
H 5.19 -1.33 -2.62
H 5.07 -0.94 -0.13
H 2.88 -0.47 0.87
C -1.05 2.42 3.73
Si -1.73 1.49 2.17
C -2.86 2.89 1.46
C -3.03 0.34 3.04
C -4.13 0.98 3.65
C -5.17 0.29 4.25
C -5.16 -1.09 4.24
C -4.08 -1.75 3.67
C -3.00 -1.07 3.09
Si -1.64 -2.28 2.56
C -1.50 -3.46 4.04
C -2.21 -3.35 1.13
H -1.87 2.89 4.29
H -0.35 3.20 3.42
H -0.53 1.74 4.41
H -3.43 3.43 2.23
H -3.57 2.49 0.72
H -2.23 3.62 0.94
H -4.16 2.06 3.64
H -5.98 0.84 4.71
H -5.98 -1.66 4.68
H -4.10 -2.84 3.67
H -2.44 -3.97 4.30
H -1.15 -2.92 4.92
H -0.75 -4.22 3.81
H -1.86 -4.38 1.27
H -1.88 -3.00 0.15
H -3.31 -3.34 1.12
C 3.02 -4.29 4.39
Ge 4.04 -2.59 4.28
C 3.22 -1.38 5.62
C 5.82 -3.05 5.09
C 3.91 -1.81 2.56
Se 0.59 -1.68 2.39
C 1.00 -2.99 0.98
H 2.97 -4.65 5.42
H 3.48 -5.06 3.78
H 2.01 -4.11 4.03
H 3.06 -1.89 6.58
H 2.26 -1.03 5.25
H 3.86 -0.51 5.80
H 5.72 -3.35 6.14
H 6.48 -2.18 5.04
H 6.29 -3.87 4.54
H 4.39 -2.42 1.78
H 4.41 -0.82 2.55
H 0.84 -4.00 1.35
H 2.06 -2.84 0.78
H 0.40 -2.81 0.09
C 2.30 1.63 3.04
S 2.29 2.38 1.42
C 3.96 3.03 1.44
O 1.39 3.57 1.49
H 2.25 2.45 3.77
H 3.20 1.03 3.17
H 1.42 0.99 3.12
H 4.67 2.21 1.25
H 4.15 3.49 2.41
H 4.02 3.76 0.65
Cl 3.40 2.35 -1.88
C 1.91 3.22 -2.27
C 0.70 2.62 -1.97
C -0.40 3.35 -2.40
Cl -1.97 2.62 -2.16
C -0.34 4.59 -3.03
Cl -1.77 5.44 -3.51
C 0.91 5.16 -3.27
Cl 1.04 6.70 -4.03
C 2.05 4.46 -2.90
Cl 3.61 5.14 -3.23
```

Summary:
**F_max**: 0.667 eV Å⁻¹
**Total charge**: -2
**DFT total energy**: -281226.601 eV